# 1
C5H8O2 in the gas phase. Source: the Open Molecules 2025 dataset; level of theory: the ωB97M-V functional and the def2-TZVPD basis.

Positions of all 15 atoms, in Å:
C: 1.12189 0.67017 1.49860
C: -0.04809 0.18510 1.90306
O: -1.07923 -0.28147 1.12859
C: -0.74478 -0.92783 -0.09322
C: -0.36029 0.04377 -1.18154
C: 0.55455 -0.22750 -2.10970
O: -1.08018 1.19424 -1.17989
H: 1.83463 1.00034 2.24663
H: 1.39723 0.77103 0.45520
H: -0.31774 0.12644 2.95347
H: -1.66502 -1.44738 -0.38045
H: 0.04816 -1.66503 0.07052
H: 1.10415 -1.16232 -2.07550
H: 0.76085 0.46760 -2.91533
H: -1.52613 1.25285 -0.32043

Cartesian forces (eV/Å) of the 3 atoms listed first:
-0.14 -0.10 0.01
0.20 0.13 0.10
0.07 0.02 0.14

Computed properties:
Charge: 0
SMILES: C=COCC(=C)O
HOMO energy, eV: -9.043
ΔE to the lowest compared entry with this formula, charge and spin, kJ/mol: 182.5
Gap between HOMO and LUMO, eV: 9.94
Spin multiplicity: 1
Total energy, eV: -9407.9409

# 2
C4H11PSi in the gas phase at a distorted geometry. Source: the Open Molecules 2025 dataset; level of theory: the ωB97M-V functional and the def2-TZVPD basis.

Positions of all 17 atoms, in Å:
H: -4.19288 -0.72528 0.51829
P: -3.28125 -0.66536 -0.58493
C: -1.86930 0.19949 0.69661
Si: -0.00106 0.17867 0.13920
C: 0.56551 2.01503 0.56304
C: 1.00758 -0.98460 1.17841
C: 0.02168 -0.12126 -1.73859
H: -2.17695 0.09275 1.65414
H: -0.02196 2.73120 0.05503
H: 0.44154 2.08713 1.62066
H: 1.60184 1.98374 0.21775
H: 0.40637 -1.67006 1.82856
H: 1.92346 -1.57137 0.81315
H: 1.34095 -0.30451 1.94320
H: 0.72053 0.42632 -2.34978
H: 0.21043 -1.24263 -2.03989
H: -0.99203 0.08410 -1.97673

Cartesian forces (eV/Å) of the 3 atoms listed first:
0.01 -0.07 -0.35
3.08 2.23 3.44
-0.76 -2.89 -6.45

Computed properties:
Charge: 0
SMILES: [H]/P=C/[Si](C)(C)C
HOMO energy (spin up / spin down), eV: -8.838 / -8.724
ΔE to the lowest compared entry with this formula, charge and spin, kJ/mol: 162.9
Gap between HOMO and LUMO (spin up / spin down), eV: 7.96 / 8.23
Spin multiplicity: 1
Total energy, eV: -21489.8164

# 3
A molecular structure, C6H12N2 at a distorted geometry. Source: the Open Molecules 2025 dataset; level of theory: the ωB97M-V functional and the def2-TZVPD basis.

Positions of all 20 atoms, in Å:
C: -1.18064 1.14054 -1.26661
C: 0.99076 -0.03470 -1.82588
C: 1.56010 0.16080 1.28328
C: -0.72770 -0.92797 0.82641
C: -0.16953 0.08035 -0.86445
N: -1.44900 -1.54348 1.79315
C: 0.08215 0.28103 0.98071
N: -0.71027 -1.16870 -0.45516
H: -1.30044 -1.29639 2.75945
H: -2.11176 -2.23714 1.47645
H: -0.39766 1.07226 1.56719
H: -0.70722 2.12155 -1.35592
H: -1.60603 0.88876 -2.24686
H: 0.65480 0.00756 -2.86772
H: -1.99998 1.21060 -0.54914
H: 1.54092 -0.96643 -1.68140
H: 1.68739 0.79579 -1.67051
H: 2.08198 1.09709 1.05841
H: 2.03030 -0.62832 0.69364
H: 1.73184 -0.05321 2.34495

Cartesian forces (eV/Å) of the 3 atoms listed first:
-0.03 -0.20 -0.30
0.43 0.32 0.31
0.04 -0.09 0.34

Computed properties:
Charge: 0
HOMO energy, eV: -8.300
ΔE to the lowest compared entry with this formula, charge and spin, kJ/mol: 129.8
Gap between HOMO and LUMO, eV: 9.21
Spin multiplicity: 1
Total energy, eV: -9395.5042

# 4
A molecular structure, C4H6EuO3 at a distorted geometry. Source: the Open Molecules 2025 dataset; level of theory: the ωB97M-V functional and the def2-TZVPD basis.

Positions of all 14 atoms, in Å:
H: 3.89197 -1.82784 0.23204
O: 3.77836 -0.90938 -0.00688
C: -0.50239 0.81928 0.35134
O: -1.00169 0.35264 -0.87409
O: -0.36538 2.03269 0.44723
Eu: 1.98295 0.28687 -0.11625
C: -2.16876 -0.43090 -1.11964
C: -2.67110 -1.27125 0.01149
C: -3.78707 -1.01033 0.69180
H: -1.87102 -1.07559 -1.95849
H: -2.92848 0.29303 -1.44161
H: -2.04430 -2.12378 0.29208
H: -4.08674 -1.62390 1.54335
H: -4.33414 -0.07494 0.54738

Cartesian forces (eV/Å) of the 3 atoms listed first:
0.37 -0.48 0.12
-2.93 1.79 -0.15
1.73 0.05 -0.11

Computed properties:
Charge: +1
HOMO energy (spin up / spin down), eV: -12.144 / -12.210
Gap between HOMO and LUMO (spin up / spin down), eV: 3.80 / 6.25
Spin multiplicity: 7
Expectation value of S²: 12.070
Total energy, eV: -29705.0637

# 5
A molecular structure, C6H11N at a distorted geometry. Source: the Open Molecules 2025 dataset; level of theory: the ωB97M-V functional and the def2-TZVPD basis.

Positions of all 18 atoms, in Å:
C: -1.37361 0.53590 -0.99945
C: -1.05414 -0.07324 0.33071
C: -0.88161 0.72977 1.48017
H: -1.39650 -1.09121 0.46573
H: -2.44792 0.72887 -1.07333
H: -1.09972 -0.13127 -1.81758
H: -0.83941 1.47540 -1.13891
H: -1.23095 1.75749 1.39887
H: -1.12661 0.27107 2.43348
C: 1.66281 0.55745 -0.03032
C: 0.99837 -0.84665 0.08126
C: 1.17397 -1.73600 -0.92058
N: 1.66751 1.36678 0.90336
H: 0.42824 1.11162 1.51715
H: 2.00481 0.80017 -1.03941
H: 0.99662 -1.24075 1.09362
H: 1.32118 -1.41344 -1.94474
H: 1.19697 -2.80196 -0.74002

Cartesian forces (eV/Å) of the 3 atoms listed first:
0.30 -0.13 -0.06
-0.71 1.17 1.02
-0.83 -0.65 -0.85

Computed properties:
Charge: 0
HOMO energy (spin up / spin down), eV: -7.702 / -7.827
ΔE to the lowest compared entry with this formula, charge and spin, kJ/mol: 482.1
Gap between HOMO and LUMO (spin up / spin down), eV: 7.19 / 7.33
Spin multiplicity: 1
Total energy, eV: -7885.5348

# 6
2 unconnected molecules or ions with the total composition C6H17NO at a distorted geometry. Source: the Open Molecules 2025 dataset; level of theory: the ωB97M-V functional and the def2-TZVPD basis.

Positions of all 25 atoms, in Å:
C: 0.02771 -0.46438 2.56549
C: 0.26852 0.81701 1.70724
C: -0.56296 0.69867 0.35192
C: 0.22468 0.90732 -0.96770
C: -0.70525 1.69050 -1.99738
N: 0.64523 -0.39911 -1.60356
C: 1.82924 -0.91030 -0.88596
H: 0.01823 -1.35298 1.89430
H: -0.91746 -0.62511 3.04919
H: 0.84193 -0.58116 3.33244
H: 1.26515 0.90604 1.46630
H: -0.13530 1.67953 2.30540
H: -1.37203 1.49890 0.35273
H: -1.15816 -0.22901 0.20970
H: 1.06722 1.64126 -0.88882
H: -1.18028 1.06481 -2.74803
H: -0.21845 2.53540 -2.48232
H: -1.55852 2.09559 -1.43316
H: 0.87155 -0.51653 -2.54848
H: 1.73240 -1.06541 0.21361
H: 2.71899 -0.21975 -0.98746
H: 2.05313 -1.88392 -1.27432
O: -1.97369 -2.61393 0.52327
H: -1.45712 -2.80803 -0.24463
H: -2.32478 -1.86536 0.09024

Cartesian forces (eV/Å) of the 3 atoms listed first:
1.72 -0.81 -0.56
-4.56 -1.16 0.53
-0.46 1.21 0.05

Computed properties:
Charge: 0
SMILES: CCC[C@H](C)NC.O
HOMO energy, eV: -8.988
ΔE to the lowest compared entry with this formula, charge and spin, kJ/mol: 173.1
Gap between HOMO and LUMO, eV: 9.97
Spin multiplicity: 1
Total energy, eV: -10033.7885

# 7
A molecular structure, C20H45AsCl12F6NO3 at a distorted geometry. Source: the Open Molecules 2025 dataset; level of theory: the ωB97M-V functional and the def2-TZVPD basis.

Positions of all 88 atoms, in Å:
As: 0.04175 0.57586 0.17951
F: -0.74642 1.07667 -1.31636
F: 1.63376 0.67177 -0.59465
F: 0.74408 0.15823 1.73799
F: -1.54614 0.53998 0.89310
F: -0.09421 -1.11310 -0.21489
F: 0.27827 2.26737 0.59657
Cl: -5.73478 -0.61748 -0.78514
C: -4.40410 0.55648 -0.87691
C: -4.94860 1.87730 -1.42350
Cl: -5.41136 1.77024 -3.13952
H: -3.64281 0.15180 -1.54638
H: -3.86573 0.74861 0.05177
H: -4.15241 2.61645 -1.36284
H: -5.73142 2.09705 -0.69732
Cl: 0.73508 -2.43643 5.17479
C: 1.07842 -0.93608 4.26713
C: 1.49898 0.18683 5.15929
Cl: 0.16600 0.81201 6.17470
H: 0.24474 -0.74547 3.59623
H: 1.86564 -1.29725 3.60400
H: 1.68667 1.04438 4.50874
H: 2.41585 0.01434 5.71343
Cl: 2.90940 -0.30671 -5.92042
C: 2.42556 -0.05807 -4.18736
C: 2.95048 1.22481 -3.60492
Cl: 4.67609 1.61290 -3.95408
H: 2.77708 -0.93110 -3.64758
H: 1.34438 0.00899 -4.26731
H: 2.82474 1.20921 -2.52454
H: 2.47240 2.11579 -4.00207
Cl: 2.63134 5.18374 0.81763
C: 4.28064 4.55401 0.56554
C: 4.33311 3.52245 -0.55548
Cl: 5.94507 2.74927 -0.54569
H: 4.59543 4.12243 1.51506
H: 4.99062 5.36502 0.41055
H: 4.21589 4.02845 -1.50839
H: 3.60663 2.73276 -0.39129
Cl: -0.84450 4.61375 -3.90427
C: -2.18727 3.66105 -4.52560
C: -1.88580 2.17894 -4.58827
Cl: -0.36240 1.84161 -5.43212
H: -2.33261 4.00199 -5.55153
H: -3.06793 3.85434 -3.91924
H: -2.64143 1.50871 -4.99225
H: -1.71878 1.78078 -3.58201
Cl: -0.69311 -1.96990 -5.50424
C: -1.28266 -2.97907 -4.12792
C: -0.71890 -2.35314 -2.85501
Cl: -0.79770 -3.64133 -1.59048
H: -0.86450 -3.96350 -4.31197
H: -2.36423 -3.06759 -4.16424
H: -1.29892 -1.50323 -2.52014
H: 0.34966 -2.22268 -2.96390
C: 4.19524 -2.07137 -0.88864
C: 5.05286 -2.52570 0.29350
C: 4.29666 -2.57360 1.58607
O: 5.64068 -3.78600 -0.01582
H: 3.79825 -1.06011 -0.71707
H: 3.23591 -2.59512 -0.96196
H: 4.68704 -2.05577 -1.85937
H: 5.90640 -1.84089 0.41288
H: 3.54044 -3.36323 1.60477
H: 3.70426 -1.66163 1.71733
H: 4.90972 -2.62874 2.48580
H: 6.41127 -3.69515 -0.57385
C: -2.33843 -2.80971 1.98202
C: -3.71968 -3.42092 2.02911
C: -3.85887 -4.62545 2.93810
O: -4.69710 -2.40620 2.11823
H: -1.96460 -2.39920 2.93102
H: -2.29500 -1.92095 1.34428
H: -1.50155 -3.43823 1.66939
H: -3.87116 -3.91739 1.05593
H: -3.04280 -5.31268 2.71617
H: -4.79086 -5.15730 2.73700
H: -3.81563 -4.43410 4.01451
H: -4.49483 -1.70286 1.49945
O: -2.27317 3.94748 5.14884
C: -2.35425 2.90060 4.51792
N: -2.65337 1.72280 5.11402
C: -2.16390 2.81794 3.00433
H: -2.59716 1.71365 6.11713
H: -3.00339 0.91765 4.63191
H: -2.93097 2.14549 2.62591
H: -1.15955 2.50415 2.72429
H: -2.23153 3.83833 2.63056

Cartesian forces (eV/Å) of the 3 atoms listed first:
0.68 1.06 -0.04
0.37 -0.44 0.17
-0.66 -0.47 0.25

Computed properties:
Charge: -1
HOMO energy, eV: -7.551
ΔE to the lowest compared entry with this formula, charge and spin, kJ/mol: 0.0
Gap between HOMO and LUMO, eV: 9.66
Spin multiplicity: 1
Total energy, eV: -256523.5754

# 8
A molecular structure, ArH22O11Xe at a distorted geometry. Source: the Open Molecules 2025 dataset; level of theory: the ωB97M-V functional and the def2-TZVPD basis.

Positions of all 35 atoms, in Å:
Ar: 0.56883 0.08363 -0.28843
Xe: 0.85267 0.76529 -4.10067
O: 2.39195 3.62435 -1.35267
H: 2.67180 2.91127 -0.77870
H: 3.12007 3.74100 -1.96297
O: -0.79784 -2.97691 -2.52498
H: -1.31976 -2.20141 -2.31903
H: -0.28784 -3.14057 -1.73166
O: -2.50935 1.04691 1.50254
H: -3.18865 0.39428 1.33267
H: -2.95417 1.73203 2.00152
O: -0.61667 -0.33685 3.00628
H: -0.88948 -0.01602 3.86586
H: -1.07316 0.22846 2.38316
O: -2.26646 -0.71895 -2.38662
H: -2.22023 0.12978 -1.94644
H: -2.93590 -1.20360 -1.90372
O: 2.18339 0.42941 2.39722
H: 1.39032 -0.08824 2.25823
H: 2.78987 0.12532 1.72199
O: 4.12081 -0.59115 0.83113
H: 4.93140 -0.89556 1.23918
H: 3.97407 -1.19886 0.10629
O: -0.80353 -2.88706 2.30384
H: -1.72151 -3.00879 2.54615
H: -0.63326 -1.95935 2.46694
O: -2.58328 1.79182 -1.15137
H: -2.38511 1.70055 -0.21937
H: -1.86836 2.32594 -1.49755
O: 0.74027 -3.59169 -0.03164
H: 0.28221 -3.39367 0.78518
H: 1.59495 -3.92111 0.24628
O: -0.48647 3.51998 -2.09318
H: 0.42998 3.52706 -1.81698
H: -0.50159 4.05260 -2.88836

Cartesian forces (eV/Å) of the 3 atoms listed first:
-0.10 -0.03 -0.14
0.00 -0.04 -0.02
-0.28 0.13 -0.01

Computed properties:
Charge: 0
HOMO energy, eV: -9.688
ΔE to the lowest compared entry with this formula, charge and spin, kJ/mol: 0.0
Gap between HOMO and LUMO, eV: 9.47
Spin multiplicity: 1
Total energy, eV: -46197.1443